Computed, not measured: a molecular structure, C11H8BeNO5 in a non-equilibrium geometry, with ωB97M-V/def2-TZVPD.

energy relative to the best compared isomer or geometry (same formula, charge and spin) = 314.9 kJ/mol
charge = +1
lowest unoccupied orbital energy = -6.353 eV
calculated total energy = -23654.5266 eV
highest occupied orbital energy = -12.89 eV

Structure (XYZ):
```
26
Properties=species:S:1:pos:R:3:lowdin_charge:R:1
O 1.415 3.486 1.209 0.1043
O 1.895 -0.473 -1.894 0.1178
O -1.803 0.204 2.200 0.2535
O -0.569 1.345 -2.775 0.2300
O -2.475 -0.272 -0.807 0.1666
N 1.090 -1.987 0.590 0.0744
C 0.909 -2.476 4.281 -0.0372
C 0.879 -0.018 -1.282 -0.1749
C 0.861 2.493 1.134 0.0625
C -0.387 0.616 -1.806 -0.2683
C 1.389 -2.082 3.016 -0.0265
C -0.429 -3.278 1.947 -0.0220
C -1.312 -0.037 -0.820 -0.2553
C -0.907 -3.678 3.215 -0.0376
C -0.246 -3.266 4.373 -0.0552
C -0.967 0.267 1.421 0.0413
C 0.717 -2.495 1.889 -0.3075
Be 0.089 -0.734 0.330 0.0626
H 0.776 -2.566 -0.185 0.1550
H 2.092 -1.871 0.477 0.1580
H -1.804 -4.308 3.266 0.1246
H -0.597 -3.597 5.341 0.1152
H 2.287 -1.440 2.923 0.1340
H -0.938 -3.564 1.021 0.1292
H 1.076 0.147 0.058 0.1289
H 1.444 -2.165 5.196 0.1266
```